Entry 1:
The following is a quantum chemistry calculation of a structure of composition C10H11Br2NO2, from OMol25.

Cartesian coordinates (Å):
C  -0.6028  3.3927  -0.3737
C  -0.2340  2.5942  0.7187
C  -1.4853  2.9627  -1.2729
C  -0.7876  1.3189  0.8730
C  -2.0906  1.6666  -1.1200
C  -1.6241  0.7273  -0.1301
C  0.2685  -1.5877  -0.1942
C  3.2546  -1.4459  0.5962
C  2.3423  -2.5684  0.0682
C  -2.0878  -0.6891  0.0558
N  -1.0017  -1.5685  0.3248
O  0.6539  -1.0175  -1.1828
O  1.0309  -2.3103  0.5778
Br  -3.3397  -0.8173  1.5878
Br  -3.1426  -1.2593  -1.5293
H  -0.1343  4.3135  -0.5794
H  0.2434  3.0801  1.4948
H  -1.8218  3.6058  -2.1632
H  -0.4927  0.6444  1.6678
H  -2.9598  1.3345  -1.8605
H  2.6870  -0.5837  0.3743
H  3.4564  -1.4839  1.6517
H  4.2360  -1.5835  -0.0188
H  2.6301  -3.5531  0.4765
H  2.2489  -2.8599  -0.9477
H  -1.2472  -2.3126  0.9052

Atomic forces in eV per Å
1.36 -0.44 1.03
-2.27 -1.01 -1.06
-3.20 -1.72 -2.46
0.39 -0.64 -1.31
-0.81 -1.40 -0.95
-0.30 3.62 -0.37
-0.46 1.25 -1.18
1.44 -2.03 -2.70
0.56 -1.25 2.35
0.32 0.27 -0.73
-0.90 0.99 -0.19
-0.37 0.29 -0.19
0.20 -1.50 1.11
0.30 0.00 -0.16
0.12 -0.29 0.10
0.53 1.13 0.32
1.49 0.44 1.50
0.59 -1.07 1.56
0.07 0.35 0.35
2.26 0.80 1.64
0.16 1.49 -0.43
-0.02 -0.41 0.35
-1.54 0.92 1.23
-0.14 0.43 0.52
0.34 1.05 -1.38
-0.13 -1.29 1.06

gap between HOMO and LUMO	0.3463	Eh
relative energy (zero: lowest compared OMol25 entry of this formula, charge and spin)	0.0	kJ/mol
energy	-156217.695	eV

***

Entry 2:
The following is a quantum chemistry calculation of a cluster of 7 separate species, C24H42O17S2 in total, from OMol25.

Cartesian coordinates (Å):
C  -5.7613  3.4651  -3.6973
C  -5.7711  3.4323  -2.1580
C  -5.1411  2.2828  -1.3407
O  -4.1003  2.8551  -0.5628
C  -4.1014  4.2248  -0.7453
O  -3.2442  5.0559  -0.2437
O  -5.0074  4.6055  -1.6397
H  -4.7687  3.2318  -4.0825
H  -6.2422  4.3498  -4.1146
H  -6.4575  2.7715  -4.1689
H  -6.7732  3.5408  -1.7431
H  -4.8637  1.3840  -1.8914
H  -5.9311  1.9864  -0.6507
C  1.6800  -2.9536  -9.7473
C  1.2981  -1.7095  -9.0613
C  0.2093  -0.9810  -9.8306
O  -0.6958  -0.6391  -8.8305
C  -0.3707  -1.2260  -7.6675
O  -1.2178  -1.2054  -6.7502
O  0.8195  -1.8025  -7.7398
H  2.2804  -2.7407  -10.6317
H  0.9141  -3.6786  -10.0227
H  2.3018  -3.4172  -8.9814
H  2.1302  -1.0076  -9.1170
H  -0.0953  -1.5672  -10.6975
H  0.7511  -0.0739  -10.0986
C  -3.9233  6.6723  5.8114
C  -3.7484  5.5376  6.9665
C  -4.4235  4.2474  6.6708
O  -3.4922  3.3014  6.8717
C  -2.2969  3.8092  6.9733
O  -1.2185  3.1975  6.8112
O  -2.3934  5.1448  7.0471
H  -4.5620  7.3991  6.3132
H  -4.5207  6.3225  4.9695
H  -3.0057  7.1710  5.4992
H  -3.9269  5.9392  7.9639
H  -4.8956  3.9625  5.7305
H  -5.2824  4.1905  7.3395
C  4.8673  5.6411  10.6389
C  6.0222  5.0736  9.7669
C  5.3896  4.0456  8.8752
O  5.0810  4.6660  7.6508
C  5.7329  5.9152  7.6307
O  5.7483  6.7109  6.6765
O  6.4172  6.0507  8.8566
H  5.2622  6.0880  11.5513
H  4.1784  4.8607  10.9624
H  4.3951  6.4463  10.0762
H  6.5805  4.7232  10.6350
H  4.4741  3.6485  9.3137
H  5.9526  3.1602  8.5798
C  -3.5159  -6.5374  -1.5982
C  -2.6233  -7.1409  -2.6879
C  -2.6786  -8.6726  -2.6698
O  -2.5472  -8.9984  -4.0324
C  -2.8802  -7.9331  -4.7879
O  -2.9746  -7.9861  -5.9829
O  -3.0658  -6.8346  -4.0067
H  -4.5273  -6.9203  -1.7349
H  -3.4321  -5.4796  -1.8475
H  -3.1838  -6.8054  -0.5952
H  -1.6526  -6.6719  -2.5273
H  -3.5368  -9.1389  -2.1860
H  -1.7934  -8.8657  -2.0638
C  1.9457  0.3378  1.8563
S  2.2960  -0.8960  0.4330
O  2.4749  -2.1959  1.2019
C  0.5517  -0.7878  0.0032
H  2.7324  0.2645  2.6071
H  1.0299  -0.0170  2.3291
H  1.7947  1.3442  1.4658
H  0.3725  -1.4178  -0.8681
H  0.2199  0.1835  -0.3635
H  -0.1612  -1.0832  0.7731
C  5.8860  -4.0365  -4.0413
S  6.7772  -5.7103  -3.9488
O  8.1833  -5.3457  -3.4482
C  5.8690  -6.3451  -2.4875
H  4.8740  -4.1847  -4.4183
H  6.2902  -3.4609  -4.8740
H  5.7900  -3.4349  -3.1374
H  6.4213  -5.9779  -1.6225
H  5.9136  -7.4341  -2.4777
H  4.8968  -5.9257  -2.2287

Atomic forces in eV per Å
-0.41 -0.54 0.41
0.24 0.94 0.03
-1.23 -0.04 0.10
0.37 1.49 -0.26
4.46 3.11 1.47
-4.41 -4.58 -2.01
-0.59 -0.97 -0.23
-0.05 0.45 -0.12
0.84 0.69 0.42
0.11 -0.89 0.61
-0.10 0.32 -0.47
0.60 0.34 -0.11
0.16 -0.34 0.17
1.12 -1.52 1.04
-0.03 1.33 -1.81
1.96 1.03 0.23
-1.20 0.05 -0.41
-4.48 0.37 2.45
3.73 -0.35 -2.27
0.06 -0.74 0.85
0.03 0.08 0.11
-0.39 0.37 0.18
0.48 -0.71 -0.47
0.48 -0.43 0.80
-0.91 0.26 0.28
-0.85 0.27 -0.96
-0.88 -0.79 2.12
0.96 2.61 -2.26
-3.77 0.57 0.08
0.82 -3.57 1.12
5.07 -0.92 -1.77
-3.71 1.82 1.23
1.35 -0.15 0.02
0.08 0.42 -0.24
0.41 -0.29 -0.07
0.03 -0.40 0.17
-0.74 0.10 -0.22
0.29 1.18 -0.72
0.08 -0.59 0.55
0.18 0.89 0.07
-3.49 -0.32 1.41
-0.26 -2.49 -0.31
0.80 3.16 -0.39
0.12 0.53 -1.86
-0.03 -3.09 4.12
0.73 1.17 -1.88
0.08 0.16 -0.03
-0.08 0.11 -0.22
-0.52 -0.18 0.11
1.92 -0.14 -1.37
-0.07 0.15 -0.08
0.63 0.05 0.42
0.06 -0.04 -1.52
-1.42 -0.29 1.27
1.60 1.34 0.87
0.06 -0.67 0.07
-0.04 0.09 -1.16
-0.03 0.38 1.24
-0.12 -0.09 -0.46
-0.12 0.31 0.04
-0.54 0.24 0.85
0.25 0.26 -0.12
0.42 -0.59 -0.38
-0.25 0.24 -0.35
0.15 -1.17 -0.36
0.35 -0.65 -0.64
-1.07 0.00 3.26
-0.04 1.08 -1.27
-0.93 -0.36 -1.49
0.21 0.15 -0.38
0.04 -0.06 -0.17
0.20 -0.03 0.05
0.14 -0.37 0.05
0.54 0.41 0.24
0.54 -0.17 0.34
-0.55 -0.76 -0.95
0.96 2.56 1.40
-2.04 -0.92 -0.79
0.52 0.37 0.82
-0.28 -0.56 0.26
0.75 -0.05 0.33
0.60 -0.39 0.19
0.65 -0.13 -0.13
-0.24 0.13 -0.12
-0.38 -0.25 -1.00

gap between HOMO and LUMO	0.3382	Eh
relative energy (zero: lowest compared OMol25 entry of this formula, charge and spin)	614.3	kJ/mol
energy	-82041.159	eV

***

Entry 3:
The following is a quantum chemistry calculation of a cluster of 2 separate species, C3H4N3O in total, from OMol25.

Cartesian coordinates (Å):
C  2.0794  -0.5073  -1.5706
C  1.1081  -0.4036  -0.6096
C  -0.1637  0.1432  -0.9003
N  -2.5399  0.8374  2.2439
N  -0.9321  -0.0817  0.9597
N  -1.7717  0.2231  1.6507
O  -0.9677  0.6107  -1.5332
H  2.9621  -0.7776  -1.1999
H  2.1085  -0.0172  -2.5786
H  1.2475  -0.6037  0.4385
H  -3.1303  0.5768  3.0994

Atomic forces in eV per Å
-4.00 2.91 -0.46
1.12 -0.05 -1.04
0.26 -0.04 -0.90
-4.36 1.89 3.86
0.41 -1.11 0.19
2.25 -0.73 -1.54
-0.29 0.20 -0.25
3.63 -1.57 1.17
-0.67 -1.01 0.88
0.25 -0.46 -0.09
1.39 -0.03 -1.81

charge	+1
gap between HOMO and LUMO	0.3353	Eh
relative energy (zero: lowest compared OMol25 entry of this formula, charge and spin)	216.9	kJ/mol
energy	-9681.752	eV

***

Entry 4:
The following is a quantum chemistry calculation of the molecule C5H10O2, from OMol25.

Cartesian coordinates (Å):
C  -0.9955  -0.0025  -1.7933
O  -0.7764  0.7519  -0.6120
C  0.1351  0.1606  0.3194
C  -0.2096  -1.2871  0.6401
C  0.1226  1.0198  1.5809
C  1.4866  0.3303  -0.3677
O  2.1331  -0.5585  -0.8672
H  -0.1029  -0.5572  -2.1083
H  -1.2515  0.7055  -2.5844
H  -1.8213  -0.7125  -1.6629
H  -0.0141  -1.9551  -0.2018
H  -1.2715  -1.3409  0.9067
H  0.3774  -1.6427  1.4930
H  -0.6917  0.7243  2.2483
H  1.0653  0.8940  2.1264
H  0.0080  2.0777  1.3296
H  1.8065  1.3925  -0.4469

Atomic forces in eV per Å
-0.06 -0.10 -0.24
-0.05 0.09 0.13
0.06 -0.10 0.18
-0.02 -0.07 -0.04
0.00 0.05 0.01
0.29 -0.32 -0.20
-0.22 0.35 0.27
-0.12 0.10 0.04
-0.04 -0.07 0.12
0.11 0.08 0.00
-0.01 0.09 0.11
0.17 0.00 -0.03
-0.04 0.08 -0.14
0.04 0.07 -0.15
-0.14 -0.01 -0.04
0.03 -0.14 -0.03
0.00 -0.12 -0.01

gap between HOMO and LUMO	0.3836	Eh
relative energy (zero: lowest compared OMol25 entry of this formula, charge and spin)	166.2	kJ/mol
structure (SMILES)	COC(C)(C)C=O
energy	-9441.321	eV

***

Entry 5:
The following is a quantum chemistry calculation of the molecule C2H2N2OS2, from OMol25.

Cartesian coordinates (Å):
S  2.4627  -0.6470  0.0169
C  0.8957  0.2134  -0.3433
N  0.5335  1.4263  -0.0649
N  -0.8413  1.3509  0.0131
C  -1.1661  0.1209  -0.0929
S  -2.8090  -0.4921  0.0430
O  -0.0220  -0.6702  -0.1779
H  3.3512  0.5015  0.7930
H  -2.4047  -1.8037  -0.1871

Atomic forces in eV per Å
1.89 3.10 0.97
4.17 1.19 3.11
0.42 -0.07 -1.37
-0.52 0.49 -0.04
0.11 -0.32 0.79
1.08 -1.29 -0.37
-4.26 -1.75 -1.30
-2.44 -2.44 -1.98
-0.46 1.09 0.20

gap between HOMO and LUMO	0.3329	Eh
relative energy (zero: lowest compared OMol25 entry of this formula, charge and spin)	183.6	kJ/mol
structure (SMILES)	Sc1nnc(S)o1
energy	-28801.721	eV

***

Record-wise max |F| values, in eV/Å: 4.387 6.670 6.116 0.498 5.339